[1]
C4H3NO2 | ωB97M-V with the def2-TZVPD basis set

Calculated values
**Largest force on an atom**: 6.20 eV/Å
**HOMO energy**: -10.1940 eV
**Total energy**: -9778.3735 eV
**Relative energy (zero: lowest compared OMol25 entry of this formula, charge and spin)**: 3.313 eV
**2S+1**: 1
**Orbital gap**: 0.352 Eh

CARTESIAN COORDINATES (ANGSTROEM)
O1 2.90354 -0.45428 -0.23837
C1 1.98044 0.34211 0.19096
C2 0.61410 -0.16969 0.39855
N1 0.05667 -1.23185 0.08464
C3 -1.37251 -0.86609 -0.04250
C4 -1.46235 0.42420 -0.17775
O2 -0.20541 1.03398 0.07867
H1 1.94086 1.51509 -0.05679
H2 -2.20347 -1.54508 0.13846
H3 -2.25188 0.95160 -0.37587

Cartesian forces (eV/Å) of the 2 atoms listed first:
-3.9 4.0 2.7
4.0 -2.1 -3.9

The Mulliken scheme yields these atomic charges, measured in e:
1 O -0.446
2 C 0.027
3 C 0.570
4 N -0.402
5 C -0.317
6 C -0.182
7 O -0.337
8 H 0.246
9 H 0.327
10 H 0.515

=====

[2]
C4H3NO2 | ωB97M-V with the def2-TZVPD basis set

Calculated values
**Largest force on an atom**: 2.80 eV/Å
**HOMO energy**: -9.5428 eV
**Total energy**: -9777.9474 eV
**Relative energy (zero: lowest compared OMol25 entry of this formula, charge and spin)**: 3.739 eV
**2S+1**: 1
**Orbital gap**: 0.330 Eh

CARTESIAN COORDINATES (ANGSTROEM)
O1 -1.90570 1.24781 -0.88289
C1 -1.69848 0.06168 -0.85033
C2 -0.37126 -0.45118 -0.22270
N1 0.21442 -1.59861 -0.33705
O2 1.80947 -1.21083 0.36761
C3 1.63526 0.03319 0.70931
C4 0.37695 0.49995 0.51705
H1 -2.43234 -0.65029 -1.26259
H2 2.44602 0.71336 0.99654
H3 -0.07433 1.35494 0.96505

Cartesian forces (eV/Å) of the 2 atoms listed first:
0.2 -0.9 0.1
0.1 0.0 0.2

The Mulliken scheme yields these atomic charges, measured in e:
1 O -0.410
2 C -0.060
3 C 0.658
4 N -0.412
5 O -0.368
6 C -0.091
7 C -0.423
8 H 0.363
9 H 0.377
10 H 0.365

=====

[3]
C4H3NO2 | ωB97M-V with the def2-TZVPD basis set

Calculated values
**Largest force on an atom**: 6.07 eV/Å
**HOMO energy**: -9.9600 eV
**Total energy**: -9777.8919 eV
**Relative energy (zero: lowest compared OMol25 entry of this formula, charge and spin)**: 3.795 eV
**2S+1**: 1
**Orbital gap**: 0.340 Eh

CARTESIAN COORDINATES (ANGSTROEM)
N1 -2.19968 -0.01450 1.82272
C1 -1.58604 0.21864 0.87029
C2 -0.76419 0.40358 -0.27252
C3 -0.17359 1.38871 -1.03871
C4 0.15024 0.04620 -1.36572
O1 0.69146 -0.83056 -1.95322
H1 -0.14760 2.35926 -1.22816
O2 1.35471 -0.98782 0.78958
H2 2.17205 -1.24313 1.20144
H3 0.50264 -1.34037 1.17429

Cartesian forces (eV/Å) of the 2 atoms listed first:
0.4 0.2 -0.7
-0.2 -0.3 0.3

The Mulliken scheme yields these atomic charges, measured in e:
1 N -0.367
2 C 0.130
3 C 0.285
4 C -0.459
5 C 0.465
6 O -0.521
7 H 0.484
8 O -0.611
9 H 0.283
10 H 0.313

=====

[4]
C4H3NO2 | ωB97M-V with the def2-TZVPD basis set

Calculated values
**Largest force on an atom**: 0.29 eV/Å
**HOMO energy (spin up / spin down)**: -9.3347 / -9.3358 eV
**Total energy**: -9776.9302 eV
**Relative energy (zero: lowest compared OMol25 entry of this formula, charge and spin)**: 4.756 eV
**2S+1**: 1
**Orbital gap (spin up / spin down)**: 0.336 / 0.336 Eh

CARTESIAN COORDINATES (ANGSTROEM)
O1 -2.26600 1.65737 0.16465
C1 -1.40861 0.88271 0.19479
C2 -0.72952 -0.21037 0.99697
N1 0.53635 0.30231 1.28361
C3 1.28918 -0.08709 0.28501
C4 0.45467 -0.73085 -0.68681
O2 -0.62228 -1.19375 0.02198
H1 -0.37743 0.52115 -0.90767
H2 2.33704 0.17858 0.18473
H3 0.78659 -1.32006 -1.53726

Cartesian forces (eV/Å) of the 2 atoms listed first:
0.2 -0.2 0.0
-0.1 0.1 0.0

The Mulliken scheme yields these atomic charges, measured in e:
1 O -0.322
2 C 0.321
3 C 0.273
4 N -0.472
5 C -0.237
6 C -0.224
7 O -0.268
8 H 0.191
9 H 0.376
10 H 0.361

=====

[5]
C4H3NO3 | ωB97M-V with the def2-TZVPD basis set

Calculated values
**Largest force on an atom**: 3.40 eV/Å
**HOMO energy**: -10.3202 eV
**Total energy**: -11826.7660 eV
**Relative energy (zero: lowest compared OMol25 entry of this formula, charge and spin)**: 2.767 eV
**2S+1**: 1
**Orbital gap**: 0.355 Eh

CARTESIAN COORDINATES (ANGSTROEM)
C1 -1.73689 0.07230 0.11119
C2 -0.45778 0.73133 -0.11789
O1 -0.33807 1.91467 -0.13777
N1 0.82018 0.02006 -0.28068
C3 2.20734 0.03742 -0.11255
O2 3.13341 0.80295 -0.05927
C4 1.44973 -1.19002 -0.03246
O3 1.18311 -2.32314 0.17008
H1 -2.02921 0.53221 0.97636
H2 -1.63594 -1.01609 0.00666
H3 -2.59590 0.41830 -0.52365

Cartesian forces (eV/Å) of the 2 atoms listed first:
-0.5 -1.9 -2.8
1.8 1.7 -1.1

The Mulliken scheme yields these atomic charges, measured in e:
1 C -0.918
2 C 0.593
3 O -0.468
4 N 0.043
5 C 0.319
6 O -0.474
7 C 0.469
8 O -0.468
9 H 0.300
10 H 0.296
11 H 0.307

=====

[6]
C4H3NO3 | ωB97M-V with the def2-TZVPD basis set

Calculated values
**Largest force on an atom**: 5.55 eV/Å
**HOMO energy**: -9.7718 eV
**Total energy**: -11822.6249 eV
**Relative energy (zero: lowest compared OMol25 entry of this formula, charge and spin)**: 6.908 eV
**2S+1**: 1
**Orbital gap**: 0.337 Eh

CARTESIAN COORDINATES (ANGSTROEM)
O1 -0.38957 -2.30299 -0.18938
N1 -0.61951 -1.20157 0.29435
O2 -1.59650 -1.09046 1.02369
C1 0.13615 -0.03198 -0.07658
C2 1.48124 0.16978 -0.36825
C3 1.42307 1.56068 -0.76173
C4 0.21202 2.09955 -0.21758
O3 -0.49552 1.01709 0.20946
H1 2.46598 -0.59948 -0.44335
H2 2.51693 1.96653 -0.93196
H3 -0.30856 3.26668 -0.49043

Cartesian forces (eV/Å) of the 2 atoms listed first:
1.6 0.8 -0.6
-2.0 -2.5 0.5

The Mulliken scheme yields these atomic charges, measured in e:
1 O -0.549
2 N 0.894
3 O -0.514
4 C 0.295
5 C -0.259
6 C -0.250
7 C -0.255
8 O -0.196
9 H 0.285
10 H 0.269
11 H 0.281

=====

[7]
C4H3NO3 | ωB97M-V with the def2-TZVPD basis set

Calculated values
**Largest force on an atom**: 5.29 eV/Å
**HOMO energy**: -10.5637 eV
**Total energy**: -11825.1298 eV
**Relative energy (zero: lowest compared OMol25 entry of this formula, charge and spin)**: 4.404 eV
**2S+1**: 1
**Orbital gap**: 0.365 Eh

CARTESIAN COORDINATES (ANGSTROEM)
C1 -0.61649 0.68419 -0.78333
C2 0.01887 -0.22734 0.08289
C3 -0.12830 0.28443 1.41680
C4 0.99059 -1.25911 0.06452
H1 -0.72348 1.30349 -2.50699
H2 -0.81949 0.97979 1.82174
H3 0.84064 -2.18129 -0.94424
N1 0.63470 -0.46325 2.11406
O1 -0.12489 0.63205 -2.19486
O2 -1.42365 1.57396 -0.45897
O3 1.35150 -1.32694 1.38836

Cartesian forces (eV/Å) of the 2 atoms listed first:
-1.2 2.6 -4.4
0.9 0.1 0.5

The Mulliken scheme yields these atomic charges, measured in e:
1 C 0.490
2 C 0.266
3 C -0.215
4 C -0.092
5 H 0.326
6 H 0.460
7 H 0.313
8 N -0.405
9 O -0.470
10 O -0.569
11 O -0.105

=====

[8]
C4H3NO3 | ωB97M-V with the def2-TZVPD basis set

Calculated values
**Largest force on an atom**: 5.75 eV/Å
**HOMO energy**: -9.3743 eV
**Total energy**: -11826.4626 eV
**Relative energy (zero: lowest compared OMol25 entry of this formula, charge and spin)**: 3.071 eV
**2S+1**: 1
**Orbital gap**: 0.325 Eh

CARTESIAN COORDINATES (ANGSTROEM)
O1 1.42932 -0.67960 -1.39011
C1 0.37201 -0.23332 -0.93958
O2 -0.83283 0.06388 -1.81688
C2 -1.76411 0.68497 -0.94835
N1 -1.43090 0.94552 0.33231
C3 -0.19647 0.28359 0.40880
C4 0.71045 -0.10733 1.41504
O3 1.92464 -0.91703 1.34730
H1 -2.74702 0.88694 -1.29414
H2 0.66278 0.44585 2.51637
H3 1.87212 -1.37345 0.36925

Cartesian forces (eV/Å) of the 2 atoms listed first:
-3.4 1.0 1.5
-1.3 0.7 -1.0

The Mulliken scheme yields these atomic charges, measured in e:
1 O -0.601
2 C 0.581
3 O -0.349
4 C 0.090
5 N -0.563
6 C 0.294
7 C -0.044
8 O -0.479
9 H 0.433
10 H 0.266
11 H 0.372

=====

[9]
C4H3NO4 | ωB97M-V with the def2-TZVPD basis set

Calculated values
**Largest force on an atom**: 3.40 eV/Å
**HOMO energy**: -10.4466 eV
**Total energy**: -13875.2487 eV
**Relative energy (zero: lowest compared OMol25 entry of this formula, charge and spin)**: 0.627 eV
**2S+1**: 1
**Orbital gap**: 0.389 Eh

CARTESIAN COORDINATES (ANGSTROEM)
O1 2.44731 -1.20776 -0.06555
C1 1.72245 -0.22930 0.02283
O2 2.21587 1.00332 0.11902
C2 0.24469 -0.35161 -0.04793
C3 -0.54779 -1.40504 -0.03214
O3 -1.85865 -1.06471 0.02759
N1 -1.81767 0.34103 0.08224
C4 -0.58355 0.85807 0.01014
O4 -0.29588 2.03938 -0.12277
H1 1.46771 1.66176 0.03234
H2 -0.23529 -2.46270 -0.00805
H3 -2.75919 0.81755 -0.01772

Cartesian forces (eV/Å) of the 2 atoms listed first:
-0.8 1.1 0.4
1.2 -1.8 -0.8

The Mulliken scheme yields these atomic charges, measured in e:
1 O -0.581
2 C 0.491
3 O -0.505
4 C 0.297
5 C -0.454
6 O -0.322
7 N 0.030
8 C 0.665
9 O -0.726
10 H 0.372
11 H 0.464
12 H 0.270

=====

[10]
C4H3NOS | ωB97M-V with the def2-TZVPD basis set

Calculated values
**Largest force on an atom**: 3.87 eV/Å
**HOMO energy**: -10.0475 eV
**Total energy**: -18567.5180 eV
**Relative energy (zero: lowest compared OMol25 entry of this formula, charge and spin)**: 0.735 eV
**2S+1**: 1
**Orbital gap**: 0.285 Eh

CARTESIAN COORDINATES (ANGSTROEM)
C1 -1.28923 0.37593 0.55549
C2 -0.49202 -0.20543 -0.51898
O1 -0.92245 -0.97770 -1.38644
C3 0.94566 0.15513 -0.50643
S1 1.53180 1.68419 -0.58016
C4 1.86695 -0.88727 -0.19231
N1 2.70426 -1.67098 0.05237
H1 -0.94952 -0.10804 1.41923
H2 -2.36805 0.20505 0.49391
H3 -1.02739 1.42911 0.66332

Cartesian forces (eV/Å) of the 2 atoms listed first:
-1.0 1.0 -0.3
-1.8 -2.0 -2.8

The Mulliken scheme yields these atomic charges, measured in e:
1 C -1.106
2 C 0.749
3 O -0.516
4 C 0.062
5 S -0.105
6 C 0.235
7 N -0.345
8 H 0.354
9 H 0.298
10 H 0.374